1.
{"formula": "C4H30BO23", "method": "the ωB97M-V functional and the def2-TZVPD basis", "molar_mass_g_mol": 457.07, "total_charge": -1, "homo_lumo_gap_ev": 9.74, "homo_ev": -8.063, "relative_energy_ev": 0.174, "symbols": ["O", "C", "O", "B", "O", "C", "O", "O", "C", "O", "C", "O", "O", "O", "H", "H", "O", "H", "H", "O", "H", "H", "O", "H", "H", "O", "H", "H", "O", "H", "H", "O", "H", "H", "O", "H", "H", "O", "H", "H", "O", "H", "H", "O", "H", "H", "O", "H", "H", "O", "H", "H", "O", "H", "H", "O", "H", "H"], "xyz": [[-22.82, -17.64, -19.91], [-22.42, -17.26, -18.85], [-21.99, -16.03, -18.60], [-21.67, -15.90, -17.17], [-21.46, -17.30, -16.75], [-22.03, -18.10, -17.61], [-22.09, -19.30, -17.56], [-22.77, -15.27, -16.40], [-22.37, -14.15, -15.85], [-23.01, -13.30, -15.31], [-20.87, -13.97, -16.22], [-20.51, -15.04, -16.92], [-20.19, -13.04, -15.95], [-18.84, -12.03, -13.64], [-19.71, -11.85, -13.26], [-19.08, -12.33, -14.52], [-17.90, -11.40, -18.06], [-18.34, -11.63, -17.24], [-18.06, -12.17, -18.63], [-25.54, -18.29, -21.36], [-26.27, -18.89, -21.54], [-24.83, -18.85, -21.02], [-25.14, -16.76, -16.51], [-25.09, -16.44, -17.42], [-25.55, -17.63, -16.58], [-21.65, -11.54, -13.31], [-22.08, -12.15, -13.92], [-22.01, -10.68, -13.55], [-18.44, -16.91, -18.40], [-18.56, -16.11, -17.87], [-18.01, -17.53, -17.79], [-25.69, -16.31, -19.45], [-25.54, -16.95, -20.17], [-25.99, -15.50, -19.88], [-23.48, -20.64, -15.03], [-23.32, -20.54, -15.98], [-23.72, -19.75, -14.72], [-20.00, -19.41, -15.21], [-20.44, -19.14, -14.40], [-20.73, -19.52, -15.84], [-23.86, -17.93, -14.35], [-24.10, -17.45, -15.17], [-24.40, -17.51, -13.67], [-23.79, -10.66, -16.72], [-23.41, -10.54, -17.60], [-23.77, -11.62, -16.58], [-24.89, -19.96, -18.65], [-23.95, -19.80, -18.83], [-25.13, -20.71, -19.20], [-19.65, -13.30, -19.39], [-19.74, -13.96, -18.70], [-20.55, -13.17, -19.72], [-22.25, -16.59, -22.45], [-22.46, -16.95, -21.57], [-22.40, -17.33, -23.05], [-22.56, -13.53, -20.04], [-23.02, -13.67, -20.87], [-22.70, -14.34, -19.54]]}

2.
{"formula": "C4H30BO23", "method": "the ωB97M-V functional and the def2-TZVPD basis", "molar_mass_g_mol": 457.07, "homo_lumo_gap_ev": [7.15, 2.47], "homo_ev": [-10.645, -10.645], "relative_energy_ev": 0.599, "multiplicity": 2, "s_squared": 0.76, "symbols": ["O", "C", "O", "B", "O", "C", "O", "O", "C", "O", "C", "O", "O", "O", "H", "H", "O", "H", "H", "O", "H", "H", "O", "H", "H", "O", "H", "H", "O", "H", "H", "O", "H", "H", "O", "H", "H", "O", "H", "H", "O", "H", "H", "O", "H", "H", "O", "H", "H", "O", "H", "H", "O", "H", "H", "O", "H", "H"], "xyz": [[-2.66, 2.02, -0.98], [-1.53, 1.70, -0.78], [-1.11, 0.39, -0.70], [0.30, 0.38, -0.17], [0.62, 1.82, -0.10], [-0.37, 2.60, -0.54], [-0.36, 3.85, -0.63], [1.23, -0.29, -1.08], [1.93, -1.26, -0.48], [2.84, -1.93, -0.92], [1.48, -1.29, 0.95], [0.52, -0.35, 1.11], [1.94, -2.12, 1.79], [1.18, -5.00, 1.97], [0.76, -4.44, 2.61], [1.08, -4.54, 1.14], [-3.38, -1.21, -2.09], [-2.85, -1.88, -2.53], [-2.94, -1.08, -1.24], [0.30, -3.58, 4.16], [1.09, -3.31, 4.63], [0.01, -2.79, 3.70], [-2.96, 1.26, -3.96], [-2.14, 1.74, -3.81], [-3.05, 0.69, -3.19], [2.30, 3.55, -2.75], [1.41, 3.60, -2.40], [2.86, 3.44, -1.98], [3.38, -5.44, -1.25], [4.07, -6.10, -1.25], [3.79, -4.67, -0.86], [-3.54, -1.28, 0.88], [-3.38, -0.35, 1.04], [-3.90, -1.60, 1.71], [-3.96, 1.36, 1.38], [-4.23, 1.83, 0.60], [-3.22, 1.87, 1.72], [-5.31, 2.54, -0.61], [-4.49, 2.57, -1.10], [-5.99, 2.43, -1.28], [-1.86, -1.04, 3.44], [-1.78, -0.61, 2.59], [-2.62, -1.61, 3.34], [5.12, -1.77, -2.40], [5.26, -0.89, -2.04], [4.26, -2.03, -2.07], [4.10, -3.74, 1.15], [3.90, -4.67, 1.23], [3.33, -3.30, 1.49], [-0.56, 6.68, -2.47], [-0.21, 6.23, -1.70], [-0.40, 7.60, -2.30], [4.55, -0.86, 1.75], [4.43, -1.67, 1.25], [4.40, -1.12, 2.66], [-0.94, 6.18, 0.47], [-0.83, 5.26, 0.25], [-1.88, 6.28, 0.61]]}

3.
{"formula": "C4H30N2O11", "method": "the ωB97M-V functional and the def2-TZVPD basis", "molar_mass_g_mol": 282.29, "total_charge": 1, "homo_lumo_gap_ev": [10.37, 5.48], "homo_ev": [-13.423, -13.423], "relative_energy_ev": 0.567, "multiplicity": 2, "s_squared": 0.75, "symbols": ["C", "N", "C", "C", "C", "N", "O", "H", "H", "H", "H", "H", "H", "H", "H", "H", "H", "H", "H", "O", "H", "H", "O", "H", "H", "O", "H", "H", "O", "H", "H", "O", "H", "H", "O", "H", "H", "O", "H", "H", "O", "H", "H", "O", "H", "H", "O"], "xyz": [[-1.40, -1.00, -1.08], [-1.11, -2.06, -0.05], [-1.80, -3.30, -0.25], [0.45, -2.15, 0.13], [0.72, -1.63, 1.52], [1.61, -2.37, 2.27], [0.35, -0.58, 2.00], [-1.27, -1.47, -2.09], [-2.56, -0.84, -0.97], [-0.95, 0.02, -0.91], [-1.22, -4.20, -0.18], [-2.16, -3.53, -1.33], [-2.66, -3.53, 0.40], [0.93, -1.64, -0.72], [0.69, -3.23, -0.09], [1.81, -1.99, 3.17], [2.13, -3.09, 1.96], [1.08, -1.50, -3.35], [1.78, -0.99, -4.59], [0.97, -1.43, -4.26], [0.87, 2.02, 2.58], [1.80, 1.88, 3.74], [1.15, 2.46, 3.36], [2.19, 1.50, 0.20], [2.01, 1.68, -1.43], [1.89, 1.02, -0.66], [3.04, -1.66, -0.79], [2.89, -0.31, -1.49], [3.26, -1.23, -1.64], [0.35, 2.72, 1.14], [1.55, 3.60, 1.63], [1.31, 3.18, 0.90], [-0.52, 2.53, -1.24], [0.19, 3.88, -1.57], [-0.37, 3.17, -1.93], [0.85, 2.42, -2.91], [2.12, 2.48, -3.87], [1.64, 1.95, -3.19], [-0.85, 0.77, 1.34], [-1.93, 1.72, 0.88], [-0.97, 1.55, 0.81], [-3.15, -0.55, 3.25], [-2.12, -1.40, 3.05], [-2.47, -0.97, 3.86], [-3.70, 2.72, 1.13], [-4.60, 1.59, 0.47], [-3.78, 1.80, 0.80]]}

4.
{"formula": "C4H30N3O8", "method": "the ωB97M-V functional and the def2-TZVPD basis", "molar_mass_g_mol": 248.30, "total_charge": 1, "homo_lumo_gap_ev": 9.59, "homo_ev": -12.096, "relative_energy_ev": 0.000, "symbols": ["N", "C", "C", "C", "N", "C", "N", "H", "H", "H", "H", "H", "H", "H", "H", "H", "H", "H", "H", "H", "H", "H", "H", "O", "H", "H", "O", "H", "H", "O", "H", "H", "O", "H", "H", "O", "H", "H", "O", "H", "H", "O", "H", "H", "O"], "xyz": [[0.83, -0.59, 0.73], [-0.35, -1.12, -0.02], [-1.00, -2.19, 0.88], [-1.13, -1.97, 2.43], [-1.82, -0.78, 2.80], [-0.04, -1.77, -1.37], [-0.15, -0.88, -2.55], [1.39, 0.15, 0.29], [0.64, -0.25, 1.68], [1.47, -1.38, 0.75], [-1.18, -0.36, -0.39], [-0.33, -3.06, 0.86], [-2.00, -2.42, 0.51], [-0.07, -1.91, 2.86], [-1.31, -2.88, 2.98], [-2.59, -0.95, 3.46], [-2.29, -0.41, 1.99], [1.04, -2.06, -1.38], [-0.72, -2.64, -1.49], [-0.46, 0.02, -2.21], [-0.78, -1.24, -3.24], [-0.03, 3.12, 1.70], [-0.66, 2.16, 0.58], [0.10, 2.36, 1.14], [3.68, -0.69, -0.90], [5.14, -1.26, -0.68], [4.32, -1.04, -0.24], [1.72, 2.35, 0.37], [3.08, 1.78, 0.74], [2.52, 1.95, -0.03], [2.41, 0.66, -1.41], [1.72, -0.34, -2.55], [2.27, -0.25, -1.74], [3.31, -0.19, 2.71], [3.68, -0.15, 1.23], [3.00, 0.16, 1.86], [-4.39, -1.09, -0.39], [-3.81, 0.31, -0.76], [-3.59, -0.57, -0.48], [-4.74, 3.26, -1.12], [-3.95, 3.23, -2.46], [-4.06, 2.79, -1.62], [-2.26, 2.22, -1.16], [-0.83, 2.77, -1.66], [-1.32, 2.01, -1.29]]}

5.
{"formula": "C4H30N3O9", "method": "the ωB97M-V functional and the def2-TZVPD basis", "molar_mass_g_mol": 264.30, "total_charge": 2, "homo_lumo_gap_ev": [10.04, 7.65], "homo_ev": [-15.862, -16.449], "relative_energy_ev": 0.000, "multiplicity": 2, "s_squared": 0.76, "symbols": ["C", "C", "C", "C", "N", "N", "N", "H", "H", "H", "H", "H", "H", "H", "H", "H", "H", "H", "H", "H", "H", "O", "H", "H", "O", "H", "H", "O", "H", "H", "O", "H", "H", "O", "H", "H", "O", "H", "H", "O", "H", "H", "O", "H", "H", "O"], "xyz": [[0.92, -2.03, -2.66], [-0.59, -2.32, -2.44], [-1.21, -1.17, -1.71], [-1.53, 0.01, -2.40], [-2.31, 0.97, -1.90], [-1.26, -1.22, -0.33], [1.62, -1.95, -1.34], [1.11, -1.07, -3.12], [1.31, -2.78, -3.35], [-1.01, -2.54, -3.42], [-0.64, -3.16, -1.75], [-1.21, 0.16, -3.42], [-1.88, 1.88, -2.08], [-2.53, 0.87, -0.91], [-1.14, -2.16, -0.02], [-2.14, -0.87, 0.05], [0.72, -4.20, 0.99], [2.61, -1.83, -1.55], [1.28, -1.15, -0.82], [1.88, 4.07, -0.14], [2.48, 3.83, -1.48], [1.73, 4.29, -1.07], [1.29, 1.81, 1.51], [2.87, 1.77, 1.41], [2.06, 1.87, 0.89], [1.39, -2.68, -0.64], [0.43, -5.15, -0.29], [0.86, -4.37, 0.05], [3.12, -0.83, 1.57], [2.08, -0.02, 0.89], [2.41, -0.95, 0.93], [-2.53, -0.84, 2.64], [-3.25, 0.30, 2.02], [-2.55, -0.34, 1.84], [1.70, 0.38, 3.91], [2.52, -0.84, 4.05], [2.51, 0.00, 3.58], [-0.76, 0.58, 1.18], [-0.90, 2.00, 1.72], [-0.30, 1.25, 1.69], [-3.94, 2.98, 3.34], [-2.75, 3.34, 2.55], [-3.12, 2.59, 3.03], [-1.07, 3.58, -1.28], [0.33, 3.12, -0.85], [-0.61, 2.84, -0.87]]}

6.
{"formula": "C4H30NO13", "method": "the ωB97M-V functional and the def2-TZVPD basis", "molar_mass_g_mol": 300.28, "total_charge": 1, "homo_lumo_gap_ev": 10.91, "homo_ev": -13.343, "relative_energy_ev": 0.062, "symbols": ["C", "O", "C", "C", "C", "O", "O", "N", "H", "H", "H", "H", "H", "H", "H", "H", "H", "H", "H", "H", "O", "H", "H", "O", "H", "H", "O", "H", "H", "O", "H", "H", "O", "H", "H", "O", "H", "H", "O", "H", "H", "O", "H", "H", "O", "H", "H", "O"], "xyz": [[0.57, 1.99, -1.30], [-0.78, 2.21, -1.60], [0.57, 0.56, -0.66], [-0.48, 0.55, 0.49], [-1.22, -0.79, 0.55], [-0.48, -1.82, 0.21], [-2.41, -0.77, 0.79], [1.97, 0.13, -0.34], [1.18, 1.83, -2.20], [1.00, 2.67, -0.56], [-0.96, 2.60, -2.46], [0.27, -0.17, -1.40], [-1.27, 1.28, 0.31], [-0.15, 0.79, 1.50], [-0.96, -2.63, -0.08], [2.41, 0.38, 0.57], [2.60, 0.46, -1.06], [2.03, -0.91, -0.28], [1.80, -3.25, -0.44], [3.26, -2.82, -0.07], [2.32, -2.61, 0.00], [0.17, -1.48, 4.46], [0.23, -1.53, 2.99], [0.26, -0.89, 3.71], [2.56, 0.96, 2.61], [3.80, -0.13, 2.50], [3.27, 0.54, 2.06], [-0.72, -3.30, -2.17], [-0.41, -2.09, -2.94], [0.05, -2.84, -2.53], [1.35, 2.46, 3.92], [1.05, 0.81, 3.72], [1.35, 1.67, 3.38], [4.64, 1.66, -1.87], [4.14, 2.00, -0.41], [4.36, 1.33, -1.05], [-3.45, -1.10, -2.75], [-2.16, -0.71, -3.47], [-2.58, -1.43, -3.01], [-0.26, 4.78, -1.14], [-0.64, 5.26, 0.21], [-0.11, 4.58, -0.21], [-4.04, 0.30, 0.00], [-4.64, 1.68, -0.01], [-4.78, 0.80, -0.35], [-3.36, -3.74, -0.77], [-3.05, -2.42, 0.12], [-2.72, -3.21, -0.32]]}

7.
{"formula": "C4H31NO12", "method": "the ωB97M-V functional and the def2-TZVPD basis", "molar_mass_g_mol": 285.29, "homo_lumo_gap_ev": 8.07, "homo_ev": -8.143, "relative_energy_ev": 3.461, "symbols": ["N", "C", "C", "C", "C", "H", "H", "H", "H", "H", "H", "H", "H", "H", "O", "H", "H", "O", "H", "H", "O", "H", "H", "O", "H", "H", "O", "H", "H", "O", "H", "H", "O", "H", "H", "O", "H", "H", "O", "H", "H", "O", "H", "H", "O", "H", "H", "O"], "xyz": [[2.42, 0.95, -2.09], [1.68, 0.10, -1.30], [1.99, -1.20, -1.18], [-0.38, 0.14, 0.16], [0.65, 0.72, -0.44], [1.92, 1.83, -2.30], [2.95, 0.64, -2.87], [1.43, -1.88, -0.54], [2.79, -1.67, -1.73], [-1.14, 0.70, 0.71], [-0.55, -0.91, 0.16], [0.59, 1.80, -0.48], [-1.66, -2.12, 0.83], [-2.68, -3.15, 0.48], [-2.42, -2.29, 0.23], [-2.80, 0.60, -3.08], [-2.88, 1.11, -1.62], [-2.35, 1.17, -2.40], [-0.11, 0.52, 4.46], [0.03, 2.10, 4.42], [-0.34, 1.35, 4.92], [0.22, -3.45, 2.25], [-0.08, -3.11, 0.69], [-0.02, -2.77, 1.59], [-0.17, -2.82, -1.34], [-0.99, -4.09, -1.28], [-0.23, -3.70, -0.86], [-1.71, -1.44, -1.29], [-1.30, -0.64, -2.53], [-1.30, -1.55, -2.15], [2.61, -1.50, 1.67], [3.86, -1.64, 0.87], [3.55, -1.26, 1.68], [-3.52, -0.64, -0.53], [-3.92, 0.83, -0.96], [-3.96, -0.11, -1.18], [-2.42, 3.18, 0.02], [-3.69, 2.32, 0.31], [-3.24, 2.74, -0.42], [3.45, 1.63, 0.64], [3.47, 0.42, 1.66], [3.57, 1.38, 1.60], [-0.46, 1.55, -2.91], [-0.39, 2.93, -2.62], [0.21, 2.22, -2.84], [2.44, 2.06, 2.68], [1.86, 1.32, 4.00], [1.82, 2.17, 3.48]]}

8.
{"formula": "C4H32N2O12", "method": "the ωB97M-V functional and the def2-TZVPD basis", "smiles": "NCCCC(N)=O.O.O.O.O.O.O.O.O.O.O.O", "molar_mass_g_mol": 300.30, "homo_lumo_gap_ev": 8.96, "homo_ev": -9.391, "relative_energy_ev": 6.148, "symbols": ["N", "C", "C", "C", "C", "N", "O", "H", "H", "H", "H", "H", "H", "H", "H", "H", "H", "O", "H", "H", "O", "H", "H", "O", "H", "H", "O", "H", "H", "O", "H", "H", "O", "H", "H", "O", "H", "H", "O", "H", "H", "O", "H", "H", "O", "H", "H", "O", "H", "H"], "xyz": [[3.35, 0.27, -0.43], [2.04, 0.79, -1.01], [1.77, 2.28, -0.67], [0.81, 2.28, 0.61], [-0.67, 2.17, 0.33], [-1.47, 2.79, 1.27], [-1.16, 1.57, -0.62], [3.07, -0.18, 0.50], [4.01, 0.88, -0.01], [1.12, 0.12, -0.63], [2.25, 0.64, -2.19], [1.17, 2.88, -1.45], [2.72, 2.67, -0.39], [1.01, 3.13, 1.29], [1.14, 1.45, 1.20], [-2.37, 3.14, 0.96], [-1.18, 3.14, 2.17], [-4.46, -1.86, -1.15], [-4.08, -2.07, -0.35], [-3.76, -1.36, -1.68], [0.36, 1.11, 3.13], [1.00, 0.31, 2.96], [0.13, 0.51, 3.86], [-1.78, -0.82, 0.48], [-2.15, -1.47, -0.22], [-0.86, -0.84, 0.31], [0.72, 2.47, -3.45], [0.06, 2.40, -2.79], [0.72, 1.77, -4.11], [-1.48, -1.12, -4.24], [-2.11, -0.87, -3.51], [-1.58, -2.07, -4.11], [1.73, -2.27, 0.52], [2.28, -2.82, 0.11], [2.34, -1.72, 1.03], [2.63, -0.82, 2.92], [2.67, -1.69, 3.52], [3.19, -0.15, 3.28], [-2.49, -0.35, -2.00], [-2.97, 0.34, -2.41], [-1.70, 0.19, -1.76], [-1.88, -1.05, 3.41], [-1.78, -1.21, 2.47], [-2.78, -0.69, 3.29], [-0.55, -3.30, 2.36], [-0.01, -3.98, 2.85], [0.09, -2.63, 2.02], [0.60, -1.45, -2.70], [0.35, -1.65, -1.80], [-0.07, -0.85, -3.14]]}